Entry 1:
Molecular formula: C12H18N2
Method: DFT, the ωB97M-V functional and the def2-TZVPD basis

Last column: Löwdin charge in e.
Positions of all 32 atoms, in Å:
C -2.459 0.697 -2.011  -0.108
C -1.181 0.361 -2.690  -0.555
C -0.675 -0.842 -1.988  -0.239
C -0.252 -0.502 -0.701  -0.244
C 1.078 -0.030 -0.557  0.039
C 1.384 0.293 0.785  -0.243
C 2.527 1.166 1.136  -0.111
C 2.475 0.726 2.677  -0.207
C 0.529 -0.052 1.832  -0.234
C -0.600 -0.853 1.662  -0.039
C -0.855 -1.185 0.455  -0.305
C -2.109 -1.989 0.128  -0.049
H -2.903 1.813 -2.215  0.110
H -3.143 -0.144 -2.867  0.163
H -2.531 0.402 -0.774  0.122
H -1.697 0.099 -3.823  0.173
H -0.344 2.261 -3.354  0.111
H -0.376 1.737 -1.773  0.047
H -1.314 -1.622 -2.036  0.040
H 0.347 -1.162 -2.502  0.175
H 1.834 0.341 -1.336  0.150
H 2.110 2.310 0.943  0.176
H 3.509 0.881 0.752  0.108
H 2.977 1.667 3.182  0.124
H 3.139 -0.176 3.009  0.139
H 0.946 -0.291 3.624  0.078
H -0.923 -1.502 2.671  0.183
H -2.818 -1.204 -0.312  0.056
H -1.690 -2.611 -0.911  0.137
H -2.450 -2.658 1.142  0.145
N -0.212 1.434 -2.702  0.037
N 1.091 0.440 3.019  0.020

Summary:
HOMO = -7.4376 eV
ΔE to the lowest compared entry with this formula, charge and spin = 162.45 kcal per mole
Total charge = 0
Calculated total energy = -15708.8717 eV

=====

Entry 2:
Molecular formula: C5H9NO
Method: DFT, the ωB97M-V functional and the def2-TZVPD basis

Last column: Löwdin charge in e.
Positions of all 16 atoms, in Å:
C -0.578 -1.712 0.030  -0.056
C 0.427 -0.689 0.543  -0.208
C -0.108 0.218 1.666  -0.470
O -0.649 0.042 2.731  0.076
N 0.217 1.343 0.960  0.120
C 0.713 0.645 -0.227  -0.309
C -0.035 0.968 -1.510  -0.056
H -1.607 -1.345 0.109  0.085
H -0.515 -2.618 0.641  0.082
H -0.390 -1.996 -1.010  0.078
H 1.362 -1.181 0.832  0.142
H 0.030 2.320 1.138  0.147
H 1.788 0.808 -0.380  0.134
H -1.088 0.675 -1.458  0.079
H 0.428 0.474 -2.370  0.080
H 0.005 2.048 -1.693  0.077

Summary:
HOMO = -9.6508 eV
ΔE to the lowest compared entry with this formula, charge and spin = 17.20 kcal per mole
Total charge = 0
Calculated total energy = -8868.4669 eV
SMILES = C[C@@H]1C(=O)N[C@@H]1C

=====

Entry 3:
Molecular formula: C5H7NO2S
Method: DFT, the ωB97M-V functional and the def2-TZVPD basis

Last column: Löwdin charge in e.
Positions of all 16 atoms, in Å:
C -1.039 -0.909 -1.018  0.006
C -1.193 -0.333 0.154  -0.249
N -0.008 0.110 0.801  -0.039
C -0.202 0.939 1.675  -0.064
H -0.057 -1.162 -1.459  0.061
H -1.961 -1.226 -1.654  0.089
H -2.168 0.081 0.500  0.114
H -1.142 1.353 1.888  0.065
H 0.529 1.049 2.392  0.050
O 2.974 -2.884 -0.506  0.212
C 3.623 -2.064 -0.979  -0.455
O 4.296 -1.303 -1.501  0.198
C 2.515 1.327 -0.636  -0.582
S 3.432 1.321 0.657  0.628
H 1.489 0.953 -0.435  -0.037
H 2.831 1.847 -1.531  0.005

Summary:
HOMO = -8.5966 eV
ΔE to the lowest compared entry with this formula, charge and spin = 53.42 kcal per mole
Total charge = 0
Calculated total energy = -21716.2320 eV
SMILES = C=CN=C.O=C=O.C=S

=====

Entry 4:
Molecular formula: C37H67NO15P
Method: DFT, the ωB97M-V functional and the def2-TZVPD basis

Last column: Löwdin charge in e.
Positions of all 121 atoms, in Å:
C -1.067 -0.189 5.584  -0.161
C -1.075 -1.520 4.623  -0.269
C -2.611 -2.008 4.182  -0.208
C -3.526 -0.719 3.745  -0.229
C -5.001 -1.090 3.133  -0.208
C -4.982 -1.891 1.703  -0.210
C -3.897 -1.334 0.607  -0.194
C -2.883 -2.524 0.040  -0.204
C -1.994 -1.916 -1.208  -0.192
C -0.510 -1.512 -0.560  -0.217
C 0.698 -1.511 -1.661  -0.211
C 1.122 -0.050 -2.256  -0.206
C 1.196 1.172 -1.177  -0.138
C 1.939 0.830 0.240  -0.244
C 2.333 2.215 1.088  -0.115
C 3.473 1.558 2.070  -0.316
P 4.958 2.818 2.023  0.987
O 4.329 4.258 2.851  -0.330
O 6.200 2.094 3.068  -0.351
C 3.869 0.143 1.333  -0.119
O 4.984 -0.812 1.586  -0.078
C 4.661 -1.351 2.943  -0.178
C 4.547 -3.010 2.959  -0.150
C 3.489 -3.348 4.210  -0.233
C 3.836 -2.471 5.579  -0.147
N 3.025 -0.218 0.312  0.192
H -1.454 0.798 5.044  0.062
H 0.031 -0.035 6.011  0.072
H -1.787 -0.409 6.499  0.088
H -0.430 -1.240 3.663  0.093
H -0.552 -2.391 5.220  0.101
H -3.067 -2.570 5.127  0.121
H -2.490 -2.812 3.338  0.095
H -2.864 -0.028 3.069  0.089
H -3.726 -0.099 4.744  0.117
H -5.563 -1.778 3.930  0.120
H -5.618 -0.094 3.085  0.110
H -4.905 -3.068 1.874  0.126
H -6.059 -1.728 1.217  0.093
H -4.504 -0.965 -0.350  0.118
H -3.254 -0.422 0.960  0.099
H -2.242 -2.965 0.921  0.095
H -3.527 -3.404 -0.401  0.110
H -2.431 -0.881 -1.614  0.124
H -1.809 -2.683 -2.086  0.112
H -0.263 -2.393 0.207  0.113
H -0.670 -0.511 0.021  0.095
H 1.602 -2.152 -1.233  0.095
H 0.299 -2.146 -2.591  0.115
H 2.121 -0.178 -2.890  0.121
H 0.289 0.247 -3.056  0.126
H 1.725 2.098 -1.712  0.134
H 0.081 1.515 -0.925  0.143
H 1.092 0.390 0.937  0.149
H 1.287 2.472 1.603  0.145
H 2.674 3.156 0.482  0.123
H 3.140 1.206 3.139  0.145
H 3.684 3.887 3.531  0.058
H 6.258 2.730 3.861  0.079
H 3.570 -0.971 3.242  0.115
H 5.426 -0.957 3.761  0.151
H 4.088 -3.364 1.929  0.119
H 5.582 -3.547 3.111  0.125
H 3.456 -4.488 4.481  0.116
H 2.433 -2.952 3.840  0.106
H 5.000 -2.465 5.710  0.082
H 3.483 -1.348 5.486  0.069
H 3.294 -2.900 6.543  0.093
H 3.218 -1.087 -0.231  0.178
C 0.124 6.706 3.110  -0.013
C -0.761 5.673 3.783  -0.339
C -0.035 4.806 4.769  -0.114
O -0.756 3.589 4.711  0.058
C -1.306 3.527 3.463  -0.511
O -1.796 2.519 2.977  0.117
O -1.236 4.733 2.831  0.087
H 0.607 6.302 2.214  0.092
H -0.483 7.557 2.782  0.089
H 0.892 7.091 3.789  0.091
H -1.626 6.156 4.248  0.164
H -0.062 5.220 5.777  0.147
H 1.009 4.604 4.493  0.129
C -10.715 -3.837 -1.783  -0.017
C -9.716 -3.613 -0.663  -0.343
C -9.470 -2.166 -0.354  -0.112
O -8.133 -2.164 0.112  0.047
C -7.520 -3.231 -0.480  -0.495
O -6.311 -3.406 -0.498  0.116
O -8.429 -4.074 -1.047  0.092
H -10.227 -3.837 -2.765  0.097
H -11.186 -4.820 -1.669  0.086
H -11.511 -3.087 -1.778  0.089
H -10.021 -4.159 0.235  0.160
H -10.144 -1.790 0.417  0.144
H -9.533 -1.511 -1.233  0.146
C 3.024 -1.729 -8.011  -0.015
C 2.681 -1.285 -6.601  -0.336
C 1.383 -1.839 -6.092  -0.106
O 0.938 -0.834 -5.199  0.025
C 1.478 0.339 -5.642  -0.514
O 1.126 1.445 -5.262  0.120
O 2.459 0.116 -6.563  0.083
H 2.586 -1.062 -8.762  0.101
H 4.109 -1.695 -8.157  0.085
H 2.697 -2.755 -8.208  0.089
H 3.503 -1.521 -5.916  0.159
H 1.517 -2.785 -5.567  0.143
H 0.623 -1.970 -6.874  0.149
C 6.150 3.650 -5.466  -0.020
C 5.484 3.567 -6.827  -0.342
C 3.986 3.509 -6.764  -0.115
O 3.650 2.763 -7.919  0.066
C 4.722 1.960 -8.183  -0.504
O 4.701 1.017 -8.959  0.126
O 5.818 2.346 -7.469  0.087
H 6.328 2.654 -5.043  0.092
H 7.130 4.130 -5.561  0.085
H 5.561 4.240 -4.757  0.086
H 5.817 4.392 -7.465  0.160
H 3.534 4.501 -6.804  0.145
H 3.603 2.978 -5.883  0.133

Summary:
HOMO = -11.4587 eV
Total charge = +1
Calculated total energy = -80932.1707 eV

=====

Entry 5:
Molecular formula: C32H26BrMoN5O3PS
Method: DFT, the ωB97M-V functional and the def2-TZVPD basis

Last column: Löwdin charge in e.
Positions of all 70 atoms, in Å:
Mo 0.511 -0.867 0.048  1.476
N -0.796 2.733 2.133  0.099
C -0.115 1.626 1.761  -0.786
S 0.266 1.496 0.033  0.733
N 0.208 0.734 2.626  0.019
N 0.913 -0.333 2.089  -0.170
C 1.717 -0.895 2.940  0.004
C 2.646 -1.938 2.657  -0.136
C 3.398 -2.512 3.696  0.007
C 4.347 -3.466 3.412  -0.031
C 4.573 -3.848 2.086  -0.014
C 3.849 -3.295 1.045  0.007
C 2.884 -2.341 1.339  -0.288
O 2.181 -1.771 0.341  -0.322
H -0.812 3.522 1.507  0.096
H -0.795 2.948 3.119  0.121
H 1.674 -0.496 3.950  0.154
H 3.224 -2.193 4.716  0.132
H 4.927 -3.911 4.209  0.125
H 5.334 -4.585 1.867  0.127
H 4.031 -3.574 0.015  0.119
N -0.727 -2.353 -2.455  -0.062
P 0.386 -2.975 -1.331  1.021
C 1.848 -3.572 -2.153  -0.336
C 1.901 -4.918 -2.533  -0.064
C 2.978 -5.379 -3.274  -0.034
C 3.997 -4.507 -3.635  -0.024
C 3.946 -3.169 -3.260  -0.042
C 2.877 -2.697 -2.522  -0.098
C -0.396 -4.268 -0.413  -0.360
C -1.785 -4.414 -0.409  -0.077
C -2.357 -5.414 0.357  -0.042
C -1.556 -6.239 1.138  -0.025
C -0.177 -6.074 1.158  -0.035
C 0.412 -5.091 0.381  -0.076
C -0.277 -1.152 -2.986  -0.362
C -0.526 -0.784 -4.303  0.029
C 0.063 0.358 -4.799  0.010
C 0.913 1.101 -3.979  -0.013
C 1.082 0.707 -2.681  -0.180
N 0.466 -0.387 -2.155  -0.094
H -1.154 -2.984 -3.124  0.137
H 1.110 -5.603 -2.259  0.114
H 3.020 -6.418 -3.570  0.125
H 4.837 -4.872 -4.211  0.126
H 4.746 -2.497 -3.541  0.123
H 2.857 -1.659 -2.218  0.091
H -2.412 -3.760 -1.001  0.106
H -3.430 -5.554 0.345  0.121
H -2.011 -7.019 1.734  0.125
H 0.439 -6.719 1.768  0.123
H 1.489 -4.975 0.381  0.106
H -1.145 -1.415 -4.926  0.134
H -0.110 0.654 -5.825  0.137
H 1.431 1.976 -4.343  0.132
H 1.733 1.260 -2.020  0.076
Br -10.692 2.648 4.322  0.956
C -9.127 2.274 3.415  -0.642
C -8.014 1.813 4.136  -0.071
C -6.846 1.533 3.479  0.032
C -6.801 1.720 2.076  -0.175
C -7.924 2.185 1.345  0.037
C -9.080 2.457 2.025  -0.068
C -5.644 1.462 1.378  0.036
O -4.708 1.263 0.779  0.354
O -0.992 -1.336 0.522  -0.382
H -8.086 1.682 5.206  0.126
H -5.978 1.178 4.017  0.141
H -7.867 2.323 0.273  0.144
H -9.954 2.813 1.499  0.127

Summary:
HOMO = -15.7471 eV
ΔE to the lowest compared entry with this formula, charge and spin = 26.75 kcal per mole
Total charge = +3
Calculated total energy = -139198.4963 eV

=====

Entry 6:
Molecular formula: C22H18Br2N3O8
Method: DFT, the ωB97M-V functional and the def2-TZVPD basis

Last column: Löwdin charge in e.
Positions of all 53 atoms, in Å:
C 0.285 -3.715 -2.903  -0.175
C -1.047 -3.214 -2.453  -0.712
Br -1.082 -1.315 -2.133  0.841
C -2.128 -3.943 -2.270  -0.584
Br -2.040 -5.848 -2.549  0.725
C -3.507 -3.449 -1.806  -0.808
O -3.915 -2.311 -2.130  -0.130
O -4.129 -4.272 -1.149  -0.070
H 1.089 -3.370 -2.267  0.039
H 0.322 -4.794 -2.984  0.016
H 0.467 -3.315 -3.903  0.080
C -4.999 -1.222 -4.701  -0.034
C -4.685 0.083 -5.066  -0.052
C -5.182 0.620 -6.243  -0.017
C -5.997 -0.160 -7.046  -0.168
C -6.316 -1.463 -6.704  -0.017
C -5.812 -1.992 -5.526  -0.052
N -6.544 0.411 -8.280  -0.363
O -6.233 1.552 -8.569  0.055
O -7.282 -0.283 -8.953  0.055
H -4.609 -1.639 -3.770  0.073
H -4.052 0.681 -4.426  0.109
H -4.935 1.634 -6.522  0.111
H -6.949 -2.064 -7.340  0.111
H -6.054 -3.008 -5.244  0.110
C 2.212 0.031 3.789  -0.067
C 2.279 -1.263 3.288  -0.064
C 2.032 -1.505 1.946  -0.001
C 1.722 -0.443 1.118  -0.139
C 1.643 0.850 1.600  0.000
C 1.889 1.086 2.943  -0.063
N 1.483 -0.693 -0.311  -0.373
O 1.544 -1.840 -0.695  0.022
O 1.245 0.264 -1.017  0.014
H 2.414 0.211 4.841  0.077
H 2.528 -2.085 3.945  0.106
H 2.083 -2.512 1.559  0.120
H 1.394 1.670 0.943  0.118
H 1.831 2.093 3.331  0.089
C 6.563 4.553 6.281  -0.072
C 6.491 3.273 6.814  -0.066
C 5.291 2.582 6.800  -0.001
C 4.176 3.186 6.248  -0.143
C 4.229 4.462 5.719  -0.001
C 5.432 5.148 5.737  -0.065
N 2.907 2.448 6.210  -0.343
O 2.886 1.336 6.698  0.065
O 1.955 2.989 5.690  0.080
H 7.504 5.088 6.287  0.106
H 7.372 2.812 7.237  0.108
H 5.235 1.587 7.215  0.120
H 3.350 4.923 5.293  0.121
H 5.489 6.145 5.325  0.108

Summary:
HOMO = -4.7882 eV
Total charge = -1
Calculated total energy = -184034.5497 eV